Record 1
{
  "formula": "C18H38NO10S2",
  "method": "the ωB97M-V functional and the def2-TZVPD basis",
  "species": ["C", "C", "C", "O", "C", "C", "O", "O", "N", "C", "C", "C", "C", "C", "C", "C", "O", "H", "H", "H", "H", "H", "H", "H", "H", "H", "H", "H", "H", "H", "H", "H", "H", "H", "H", "H", "H", "H", "H", "O", "S", "O", "O", "C", "C", "C", "H", "H", "H", "H", "H", "H", "H", "H", "O", "S", "O", "O", "C", "C", "C", "H", "H", "H", "H", "H", "H", "H", "H"],
  "coordinates": [[-1.347, -2.201, 2.401], [-1.367, -0.722, 2.933], [0.061, -0.083, 3.019], [0.449, 0.551, 1.798], [1.845, 0.688, 1.668], [2.457, 1.420, 2.941], [2.605, 2.651, 2.850], [2.773, 0.790, 3.981], [2.586, -0.539, 1.353], [1.881, -1.582, 0.643], [1.763, -1.479, -0.924], [1.653, -0.037, -1.515], [2.898, -2.285, -1.706], [3.938, -0.335, 0.957], [4.852, -1.506, 1.651], [5.159, -1.251, 3.250], [4.169, -2.308, 2.584], [-1.274, -2.230, 1.298], [-0.434, -2.667, 2.839], [-2.196, -2.793, 2.803], [-1.707, -0.794, 3.993], [-2.093, -0.077, 2.413], [-0.029, 0.727, 3.780], [0.755, -0.869, 3.374], [2.011, 1.419, 0.838], [2.440, -2.532, 0.842], [0.865, -1.790, 1.028], [0.817, -2.004, -1.206], [0.748, 0.432, -1.057], [2.496, 0.631, -1.259], [1.436, -0.102, -2.600], [3.408, -2.998, -1.030], [2.523, -2.739, -2.642], [3.657, -1.511, -1.972], [4.153, -0.461, -0.128], [4.383, 0.624, 1.276], [5.679, -1.951, 1.033], [4.833, -0.174, 3.072], [4.487, -1.328, 4.133], [1.128, -1.379, -5.182], [0.351, -1.761, -6.319], [0.947, -2.397, -7.455], [-0.496, -0.495, -6.818], [0.210, 0.720, -7.107], [0.934, 0.652, -8.438], [-1.015, -2.739, -5.780], [0.898, 0.964, -6.294], [-0.539, 1.511, -7.143], [1.748, -0.073, -8.407], [1.358, 1.624, -8.694], [0.253, 0.340, -9.232], [-1.498, -2.239, -4.943], [-0.625, -3.706, -5.468], [-1.706, -2.865, -6.611], [-3.684, 1.340, 3.218], [-4.764, 2.174, 2.790], [-4.555, 3.277, 1.904], [-5.561, 2.691, 4.082], [-4.815, 3.358, 5.112], [-4.466, 4.783, 4.727], [-6.049, 1.160, 2.130], [-3.919, 2.786, 5.365], [-5.452, 3.368, 5.997], [-3.761, 4.804, 3.896], [-4.012, 5.306, 5.569], [-5.359, 5.325, 4.409], [-6.243, 0.342, 2.820], [-5.703, 0.773, 1.173], [-6.939, 1.769, 1.986]],
  "charge": -1,
  "relative_energy_ev": 1.966
}

---

Record 2
{
  "formula": "C18H38NO19S4V2",
  "method": "the ωB97M-V functional and the def2-TZVPD basis",
  "species": ["O", "V", "O", "O", "V", "O", "N", "O", "O", "O", "O", "S", "O", "O", "C", "C", "C", "H", "H", "H", "H", "H", "H", "H", "H", "O", "S", "O", "O", "C", "C", "C", "H", "H", "H", "H", "H", "H", "H", "H", "O", "S", "O", "O", "C", "C", "C", "H", "H", "H", "H", "H", "H", "H", "H", "O", "S", "O", "O", "C", "C", "C", "H", "H", "H", "H", "H", "H", "H", "H", "C", "C", "C", "C", "C", "C", "H", "H", "H", "H", "H", "H"],
  "coordinates": [[6.303, 2.546, 1.275], [5.554, 1.618, 2.248], [6.311, 0.214, 2.261], [3.937, 6.316, -4.944], [4.050, 5.137, -6.067], [5.443, 4.334, -6.012], [1.886, 0.185, -2.527], [1.370, -0.769, -3.137], [2.277, 0.074, -1.381], [2.138, 1.171, -3.207], [-7.283, 1.059, -2.622], [-6.381, 2.024, -2.101], [-6.879, 3.290, -1.559], [-5.321, 1.243, -1.066], [-4.884, -0.076, -1.194], [-3.906, -0.346, -0.063], [-5.071, 2.162, -3.410], [-4.412, -0.331, -2.143], [-5.642, -0.846, -1.048], [-3.472, -1.340, -0.169], [-4.399, -0.190, 0.897], [-3.057, 0.332, 0.028], [-5.543, 2.714, -4.222], [-4.669, 1.180, -3.661], [-4.411, 2.842, -2.872], [-0.250, 6.392, 1.130], [0.415, 6.588, 2.423], [1.533, 5.810, 2.912], [1.042, 8.137, 2.381], [2.199, 8.527, 3.131], [2.062, 9.969, 3.585], [-1.015, 6.582, 3.652], [3.128, 8.325, 2.599], [2.173, 7.943, 4.051], [2.789, 10.192, 4.367], [1.054, 10.221, 3.915], [2.167, 10.645, 2.737], [-1.965, 6.674, 3.126], [-0.829, 7.385, 4.364], [-1.044, 5.587, 4.097], [0.837, -1.138, 6.404], [0.230, -1.638, 7.624], [1.122, -1.586, 8.769], [-1.264, -0.915, 7.878], [-1.788, -0.935, 9.192], [-3.116, -0.241, 9.278], [-0.215, -3.375, 7.319], [-1.110, -0.429, 9.879], [-1.785, -1.982, 9.493], [-3.516, -0.379, 10.282], [-3.830, -0.536, 8.509], [-2.981, 0.827, 9.107], [-0.537, -3.812, 8.264], [0.724, -3.838, 7.014], [-1.072, -3.444, 6.649], [1.204, 0.468, -9.162], [0.678, -0.203, -10.312], [0.538, 0.491, -11.581], [1.523, -1.659, -10.526], [1.869, -2.503, -9.366], [0.960, -3.656, -9.117], [-0.989, -0.942, -9.798], [1.967, -1.904, -8.461], [2.818, -2.954, -9.656], [0.785, -4.275, -9.997], [-0.081, -3.372, -8.966], [1.202, -4.240, -8.229], [-1.294, -1.508, -10.678], [-1.712, -0.139, -9.652], [-0.859, -1.503, -8.873], [1.826, -9.385, 2.151], [1.357, -8.341, 1.335], [2.202, -7.425, 0.717], [3.542, -7.632, 0.701], [4.028, -8.713, 1.456], [3.226, -9.549, 2.255], [1.227, -10.085, 2.715], [0.298, -8.174, 1.202], [1.784, -6.597, 0.164], [4.106, -7.030, 0.004], [5.088, -8.907, 1.377], [3.608, -10.359, 2.860]],
  "charge": 1
}

---

Record 3
{
  "formula": "C18H38O41P2S8",
  "method": "the ωB97M-V functional and the def2-TZVPD basis",
  "species": ["O", "C", "O", "C", "O", "P", "O", "O", "O", "P", "O", "O", "O", "H", "H", "H", "H", "H", "H", "C", "C", "O", "S", "O", "O", "O", "H", "H", "H", "H", "C", "C", "O", "S", "O", "O", "O", "H", "H", "H", "H", "C", "C", "O", "S", "O", "O", "O", "H", "H", "H", "H", "C", "C", "O", "S", "O", "O", "O", "H", "H", "H", "H", "C", "C", "O", "S", "O", "O", "O", "H", "H", "H", "H", "C", "C", "O", "S", "O", "O", "O", "H", "H", "H", "H", "C", "C", "O", "S", "O", "O", "O", "H", "H", "H", "H", "C", "C", "O", "S", "O", "O", "O", "H", "H", "H", "H"],
  "coordinates": [[-0.854, 5.185, 5.985], [-2.167, 5.148, 5.650], [-2.886, 6.420, 5.470], [-2.812, 3.642, 5.437], [-3.316, 3.580, 4.056], [-2.997, 2.028, 3.312], [-3.966, 0.933, 3.970], [-3.514, 2.155, 1.631], [-1.321, 1.589, 3.494], [-0.855, 0.289, 2.434], [-0.344, 0.958, 1.063], [0.569, -0.466, 3.169], [-2.122, -0.841, 2.047], [-2.791, 6.677, 4.487], [-1.981, 2.851, 5.682], [-3.649, 3.529, 6.267], [-4.052, 1.331, 1.402], [0.612, -0.068, 4.102], [-2.653, -1.109, 2.876], [-4.096, 6.708, 1.599], [-3.993, 6.596, 0.080], [-4.336, 5.245, -0.219], [-5.427, 4.721, 0.875], [-6.745, 4.853, 0.296], [-4.940, 3.489, 1.451], [-5.226, 5.918, 1.963], [-3.212, 6.283, 2.086], [-4.231, 7.741, 1.928], [-2.992, 6.830, -0.288], [-4.723, 7.247, -0.413], [-2.394, -3.150, -2.536], [-1.194, -2.221, -2.375], [-1.701, -1.068, -1.707], [-2.911, -1.522, -0.712], [-2.369, -1.670, 0.620], [-4.071, -0.712, -1.005], [-3.148, -3.011, -1.333], [-3.027, -2.835, -3.372], [-2.094, -4.191, -2.680], [-0.748, -1.946, -3.334], [-0.429, -2.673, -1.735], [0.995, -4.896, -4.935], [0.961, -6.230, -5.677], [-0.327, -6.777, -5.400], [-1.396, -5.557, -5.232], [-2.086, -5.385, -6.491], [-2.085, -5.724, -3.974], [-0.314, -4.348, -5.075], [1.190, -5.044, -3.868], [1.742, -4.213, -5.349], [1.748, -6.911, -5.346], [1.039, -6.081, -6.759], [5.355, -5.069, -1.141], [5.273, -3.794, -1.976], [4.425, -4.121, -3.074], [3.319, -5.215, -2.583], [2.100, -4.509, -2.257], [3.359, -6.342, -3.485], [4.048, -5.640, -1.188], [6.055, -5.785, -1.582], [5.645, -4.868, -0.106], [6.253, -3.465, -2.330], [4.799, -2.984, -1.412], [-1.610, 10.145, 1.425], [-1.691, 11.420, 0.590], [-2.539, 11.093, -0.509], [-3.645, 10.000, -0.017], [-4.865, 10.706, 0.308], [-3.605, 8.873, -0.920], [-2.916, 9.574, 1.378], [-0.909, 9.429, 0.983], [-1.319, 10.347, 2.459], [-0.712, 11.750, 0.236], [-2.166, 12.230, 1.154], [5.884, -9.964, -0.878], [4.670, -10.428, -1.678], [3.582, -9.644, -1.193], [4.142, -8.178, -0.750], [3.909, -7.258, -1.841], [3.716, -7.916, 0.605], [5.728, -8.554, -0.732], [5.893, -10.412, 0.121], [6.825, -10.194, -1.386], [4.466, -11.494, -1.545], [4.794, -10.212, -2.744], [3.058, 9.584, -1.412], [1.844, 9.120, -2.212], [0.756, 9.905, -1.727], [1.316, 11.371, -1.285], [1.083, 12.291, -2.376], [0.890, 11.633, 0.070], [2.902, 10.995, -1.266], [3.066, 9.137, -0.413], [3.999, 9.355, -1.920], [1.640, 8.055, -2.080], [1.968, 9.337, -3.278], [0.719, -7.495, 3.940], [0.315, -8.924, 4.291], [0.938, -9.741, 3.302], [2.345, -9.050, 2.852], [3.414, -9.679, 3.594], [2.353, -8.925, 1.413], [2.074, -7.579, 3.500], [0.116, -7.107, 3.113], [0.637, -6.821, 4.797], [-0.768, -9.065, 4.281], [0.712, -9.217, 5.269]],
  "charge": 0,
  "relative_energy_ev": 12.650
}

---

Number 1: LUMO energy 1.96 eV, HOMO -4.10 eV, total energy -2311.9628 Eh. Number 2: LUMO energy -7.35 eV, HOMO -9.64 eV, total energy -5672.8372 Eh. Number 3: LUMO energy -0.39 eV, HOMO -9.25 eV, total energy -7661.1267 Eh.